C4H6O2 | the ωB97M-V functional and the def2-TZVPD basis

## Properties
Spin multiplicity: 1
SMILES: C[C@H]1[C@H]2OO[C@@H]12
Total charge: 0
Frontier orbital gap in eV: 10.30
E in eV: -8335.23474
Relative energy (zero: lowest compared OMol25 entry of this formula, charge and spin) in eV: 5.226

CARTESIAN COORDINATES (ANGSTROEM)
C  -1.397  -0.459  -0.330
C  0.048  -0.132  -0.608
C  0.776  1.009  0.048
O  0.321  1.190  1.391
O  0.697  -0.185  1.713
C  1.160  -0.384  0.376
H  -1.637  -1.474  -0.662
H  -1.600  -0.390  0.741
H  -2.062  0.239  -0.851
H  0.392  -0.273  -1.633
H  1.255  1.855  -0.432
H  2.047  -0.995  0.246

Forces on atoms 1 to 3 (eV/Å):
0.0 0.0 0.0
-0.1 0.0 0.0
0.1 0.2 -0.2

Partial atomic charges computed with the natural (NBO) method, in multiples of e: C -0.618; C -0.272; C 0.037; O -0.242; O -0.243; C 0.037; H 0.213; H 0.234; H 0.213; H 0.224; H 0.208; H 0.208



C7H10N | the ωB97M-V functional and the def2-TZVPD basis

## Properties
Spin multiplicity: 1
SMILES: CC1=CC=C2[C@@H]1[N@@H+]2C
Total charge: +1
Frontier orbital gap (alpha / beta) in eV: 8.04 / 7.50
E in eV: -8899.09608
Relative energy (zero: lowest compared OMol25 entry of this formula, charge and spin) in eV: 4.497

CARTESIAN COORDINATES (ANGSTROEM)
C  2.258  -0.960  -0.026
C  1.339  0.151  -0.056
C  1.571  1.478  0.038
C  0.349  2.168  0.038
C  -0.725  1.271  -0.411
C  -0.165  -0.091  -0.560
N  -1.308  0.183  0.353
C  -2.626  -0.270  -0.045
H  1.821  -1.890  0.051
H  2.960  -0.983  0.811
H  3.138  -0.893  -0.828
H  2.619  1.734  0.225
H  0.104  3.219  0.340
H  -0.454  -0.748  -1.269
H  -0.978  0.262  1.273
H  -3.034  -0.741  0.773
H  -3.353  0.544  -0.333
H  -2.618  -1.012  -0.927

Forces on atoms 1 to 3 (eV/Å):
4.4 1.0 -1.1
-2.7 -1.8 -1.1
0.9 -0.3 0.2

Partial atomic charges computed with the natural (NBO) method, in multiples of e: C -0.710; C 0.155; C -0.270; C -0.072; C 0.036; C -0.135; N -0.335; C -0.428; H 0.244; H 0.277; H 0.275; H 0.267; H 0.265; H 0.248; H 0.441; H 0.235; H 0.260; H 0.247



C18H29F4N2O6S3 | the ωB97M-V functional and the def2-TZVPD basis

## Properties
Spin multiplicity: 1
Total charge: +1
Frontier orbital gap in eV: 7.91
E in eV: -77763.15142

CARTESIAN COORDINATES (ANGSTROEM)
F  4.045  -1.975  -1.591
C  4.362  -0.663  -2.257
F  5.571  -0.865  -3.089
C  3.010  -0.243  -3.144
F  2.977  -1.077  -4.404
F  3.193  1.212  -3.506
C  1.727  -0.506  -2.157
C  1.201  0.559  -1.051
C  -0.042  -0.084  -0.264
N  -0.584  -1.413  -0.537
N  -0.250  -2.339  -1.453
C  0.887  -1.858  -2.230
H  4.476  0.124  -1.398
H  1.681  1.599  -0.838
H  -0.538  0.574  0.591
H  -1.390  -1.724  0.090
H  1.251  -2.626  -3.073
C  -3.011  1.583  -5.050
C  -3.123  3.074  -4.734
C  -2.838  3.250  -3.243
S  -1.760  1.903  -2.778
O  -2.469  1.044  -1.853
O  -0.439  2.427  -2.493
C  -1.731  1.113  -4.375
H  -2.990  1.397  -6.127
H  -3.874  1.051  -4.631
H  -2.378  3.627  -5.319
H  -4.108  3.471  -4.998
H  -2.341  4.201  -3.038
H  -3.753  3.171  -2.649
H  -1.682  0.029  -4.255
H  -0.848  1.473  -4.911
C  5.188  -1.144  2.973
C  5.055  0.312  2.531
C  3.595  0.544  2.147
S  2.634  -0.608  3.117
O  2.016  -1.562  2.221
O  1.878  0.123  4.114
C  4.019  -1.398  3.914
H  6.147  -1.334  3.463
H  5.117  -1.804  2.099
H  5.327  0.972  3.363
H  5.725  0.544  1.696
H  3.276  1.564  2.374
H  3.419  0.326  1.090
H  3.810  -2.458  4.063
H  4.176  -0.905  4.878
C  -4.778  -0.270  3.285
C  -4.109  -1.155  4.335
C  -3.242  -2.172  3.594
S  -2.763  -1.394  2.058
O  -3.370  -2.122  0.964
O  -1.346  -1.093  2.099
C  -3.677  0.115  2.308
H  -5.243  0.613  3.734
H  -5.559  -0.838  2.766
H  -3.477  -0.536  4.985
H  -4.845  -1.654  4.973
H  -2.347  -2.430  4.165
H  -3.805  -3.077  3.353
H  -4.059  0.483  1.354
H  -2.997  0.849  2.750

Forces on atoms 1 to 3 (eV/Å):
0.9 3.6 -2.0
0.3 -1.7 -0.4
-4.1 0.8 2.7

Partial atomic charges computed with the natural (NBO) method, in multiples of e: F -0.356; C 0.517; F -0.312; C 0.634; F -0.323; F -0.329; C -0.063; C -0.127; C 0.089; N -0.267; N -0.101; C 0.018; H 0.191; H 0.303; H 0.306; H 0.481; H 0.273; C -0.408; C -0.403; C -0.680; S 2.163; O -0.956; O -0.954; C -0.677; H 0.240; H 0.220; H 0.217; H 0.238; H 0.263; H 0.255; H 0.256; H 0.248; C -0.408; C -0.403; C -0.682; S 2.164; O -0.950; O -0.931; C -0.676; H 0.238; H 0.217; H 0.220; H 0.225; H 0.257; H 0.221; H 0.264; H 0.249; C -0.408; C -0.403; C -0.679; S 2.150; O -0.938; O -0.955; C -0.679; H 0.239; H 0.222; H 0.217; H 0.239; H 0.267; H 0.259; H 0.265; H 0.245



C4H6CdLiO | the ωB97M-V functional and the def2-TZVPD basis

## Properties
Spin multiplicity: 2
Total charge: +2
Frontier orbital gap (alpha / beta) in eV: 4.61 / 4.93
E in eV: -11038.91281
Relative energy (zero: lowest compared OMol25 entry of this formula, charge and spin) in eV: 0.701

CARTESIAN COORDINATES (ANGSTROEM)
C  0.168  1.508  -0.745
C  0.676  0.188  -0.747
H  0.161  2.120  0.163
H  -0.471  1.851  -1.566
H  1.430  -0.064  0.010
H  0.821  -0.301  -1.717
Li  2.225  2.172  -1.678
O  -0.422  -1.186  2.175
C  -0.996  -1.566  1.050
C  -0.770  -1.086  -0.178
Cd  0.163  0.200  3.162
H  -1.309  -1.406  -1.070
H  -1.677  -2.430  1.141

Forces on atoms 1 to 3 (eV/Å):
-0.1 0.4 -0.2
-1.3 -1.6 0.9
0.0 -0.2 -0.3

Partial atomic charges computed with the natural (NBO) method, in multiples of e: C -0.516; C -0.516; H 0.193; H 0.241; H 0.218; H 0.260; Li 0.980; O -0.949; C 0.090; C -0.156; Cd 1.668; H 0.241; H 0.246



C21H29N10O4PReS | the ωB97M-V functional and the def2-TZVPD basis

## Properties
Spin multiplicity: 2
Total charge: +4
Frontier orbital gap (alpha / beta) in eV: 4.74 / 4.94
E in eV: -67548.48846
Relative energy (zero: lowest compared OMol25 entry of this formula, charge and spin) in eV: 1.527

CARTESIAN COORDINATES (ANGSTROEM)
Re  -0.389  -0.439  0.603
C  -3.452  0.022  4.795
C  -2.009  0.410  4.425
C  -1.282  -0.705  3.759
N  -0.731  -0.682  2.584
N  -0.148  -1.854  2.118
C  -0.290  -2.843  3.007
N  0.139  -4.074  2.854
S  -1.103  -2.279  4.441
H  -3.916  0.862  5.307
H  -3.480  -0.830  5.476
H  -4.041  -0.214  3.909
H  -1.450  0.680  5.327
H  -1.982  1.273  3.757
H  0.593  -4.377  2.003
H  0.030  -4.771  3.582
C  4.834  0.933  1.942
N  3.900  2.122  1.584
C  4.187  2.531  0.114
N  4.020  1.404  -0.739
C  4.922  0.311  -0.358
N  4.647  -0.127  1.014
C  3.377  -0.828  1.147
P  2.000  0.332  0.697
C  2.448  1.765  1.780
C  2.646  0.991  -0.928
H  4.600  0.643  2.965
H  5.847  1.329  1.892
H  4.124  2.915  2.192
H  5.215  2.887  0.104
H  3.507  3.346  -0.129
H  5.952  0.661  -0.420
H  4.799  -0.522  -1.046
H  3.242  -1.190  2.168
H  3.355  -1.688  0.475
H  2.288  1.528  2.832
H  1.843  2.637  1.527
H  2.026  1.833  -1.237
H  2.573  0.209  -1.686
N  -4.704  -3.639  -0.635
C  -4.224  -2.456  -0.249
C  -2.855  -2.241  0.029
N  -2.446  -1.023  0.415
C  -3.338  -0.022  0.536
C  -4.674  -0.273  0.244
N  -5.119  -1.454  -0.138
H  -4.132  -4.454  -0.773
H  -5.694  -3.714  -0.825
H  -2.111  -3.020  -0.066
H  -2.980  0.953  0.839
H  -5.404  0.525  0.325
O  -0.569  2.509  -1.218
C  -0.639  1.547  -1.877
O  -0.489  0.241  -0.992
C  -0.796  1.252  -3.263
C  -0.817  2.367  -4.121
C  -0.969  2.165  -5.477
C  -1.089  0.865  -5.938
C  -1.084  -0.250  -5.114
C  -0.937  -0.056  -3.759
N  -1.228  0.651  -7.390
O  -1.122  -0.492  -7.779
O  -1.563  1.604  -8.054
H  -0.729  3.368  -3.720
H  -1.002  2.986  -6.180
H  -1.187  -1.231  -5.556
H  -0.942  -0.910  -3.097

Forces on atoms 1 to 3 (eV/Å):
-0.3 -0.4 -1.2
0.1 0.0 0.0
0.0 0.0 0.0

Partial atomic charges computed with the natural (NBO) method, in multiples of e: Re 1.415; C -0.602; C -0.473; C 0.178; N -0.339; N -0.414; C 0.289; N -0.706; S 0.609; H 0.278; H 0.234; H 0.221; H 0.283; H 0.249; H 0.446; H 0.463; C -0.055; N -0.388; C -0.056; N -0.414; C -0.083; N -0.413; C -0.497; P 0.848; C -0.531; C -0.478; H 0.237; H 0.261; H 0.462; H 0.261; H 0.241; H 0.256; H 0.240; H 0.253; H 0.265; H 0.264; H 0.274; H 0.256; H 0.267; N -0.722; C 0.386; C -0.054; N -0.483; C -0.086; C 0.076; N -0.340; H 0.420; H 0.451; H 0.215; H 0.224; H 0.254; O -0.447; C 0.807; O -0.567; C -0.205; C -0.103; C -0.184; C 0.146; C -0.185; C -0.156; N 0.502; O -0.317; O -0.294; H 0.257; H 0.298; H 0.288; H 0.220